[1]
{"formula": "C26H42BrN3OP2Pb", "method": "ωB97M-V/def2-TZVPD", "symbols": ["C", "C", "C", "C", "N", "C", "C", "C", "C", "C", "C", "C", "C", "C", "Pb", "P", "H", "H", "H", "H", "H", "H", "H", "H", "C", "C", "H", "H", "H", "H", "H", "C", "C", "H", "H", "H", "H", "H", "C", "C", "H", "H", "H", "H", "H", "Br", "P", "C", "C", "H", "H", "H", "H", "H", "C", "C", "H", "H", "H", "H", "H", "C", "C", "H", "H", "H", "H", "H", "N", "C", "N", "O", "H", "H", "H", "H"], "xyz": [[-0.77337, 7.14156, -3.15291], [-1.04422, 5.76897, -3.26465], [-1.21804, 5.45027, -4.61913], [-1.14674, 6.36164, -5.68700], [-0.89787, 7.66062, -5.50683], [-0.70912, 8.03982, -4.23643], [-1.12162, 4.78371, -2.17770], [-1.14776, 3.83363, -1.38180], [-0.64894, 2.63427, -0.76957], [0.40715, 2.68532, 0.24227], [0.81324, 1.50834, 0.86896], [0.17327, 0.30470, 0.56364], [-0.86955, 0.22734, -0.35728], [-1.43992, 1.39656, -0.89382], [-2.15625, 3.22848, 0.69561], [2.11257, -1.18729, 1.66648], [-1.38148, 4.41399, -4.81280], [-0.57932, 7.48894, -2.16564], [-1.30493, 6.01335, -6.71560], [-0.49892, 9.10301, -4.06906], [-2.27499, 1.27340, -1.59844], [0.96700, 3.61829, 0.30631], [-1.31297, -0.76845, -0.45931], [1.62645, 1.56523, 1.57599], [2.82217, -2.63383, 2.53296], [3.65036, -3.54765, 1.64381], [2.08787, -3.14264, 3.16294], [3.52247, -2.19583, 3.26319], [4.15368, -4.32061, 2.23526], [3.14611, -4.05587, 0.81743], [4.46133, -2.97085, 1.17666], [2.24064, -1.53397, -0.15573], [3.05484, -0.53628, -0.97248], [1.20548, -1.59199, -0.50511], [2.67802, -2.53999, -0.23103], [2.84755, -0.77767, -2.02319], [2.79730, 0.53392, -0.83984], [4.14443, -0.66665, -0.81525], [3.39527, 0.04137, 2.09160], [4.86827, -0.36045, 2.18810], [3.00137, 0.45570, 3.02828], [3.28895, 0.85600, 1.37936], [5.42352, 0.55939, 2.42517], [5.04572, -1.09942, 2.97742], [5.21923, -0.77875, 1.23205], [-0.50980, -0.62410, 2.17072], [-2.86156, -2.99707, -1.23407], [-1.03382, -3.24371, -0.89698], [-0.54325, -4.65164, -1.32735], [-0.82579, -2.99212, 0.16654], [-0.53155, -2.47775, -1.53734], [0.53201, -4.57338, -1.54990], [-0.69893, -5.39554, -0.53496], [-1.07866, -4.98025, -2.23326], [-3.73842, -2.64719, 0.34998], [-4.90485, -3.62590, 0.50700], [-4.12139, -1.63487, 0.24620], [-3.00761, -2.65500, 1.18356], [-5.14660, -3.77888, 1.56715], [-5.77148, -3.19135, -0.01385], [-4.63942, -4.59360, 0.05378], [-2.74002, -1.46548, -2.32009], [-3.09835, -1.72336, -3.79932], [-1.68993, -1.12399, -2.34213], [-3.34199, -0.64547, -1.86140], [-3.40996, -0.76679, -4.26293], [-2.19619, -2.11625, -4.30825], [-3.89517, -2.48049, -3.90471], [1.21077, 0.46994, 6.04690], [0.00554, 0.38481, 5.39782], [-1.02225, -0.07290, 6.15908], [-0.13630, 0.90639, 4.28339], [1.26061, 0.44214, 7.04498], [1.94121, 0.94916, 5.54488], [-1.78846, -0.47220, 5.64771], [-0.84667, -0.46274, 7.09394]], "lowdin_charge": [0.0169, -0.1766, 0.0073, -0.0613, 0.1401, -0.0520, 0.2038, -0.1619, -0.5046, -0.0446, -0.0864, -0.5730, -0.1372, -0.1184, 1.7082, 0.9965, 0.1101, 0.1136, 0.1402, 0.1417, 0.1320, 0.1567, 0.0496, 0.1009, -0.3425, -0.1173, 0.0956, 0.0815, 0.1114, 0.0754, 0.0810, -0.3426, -0.0982, 0.0342, 0.0757, 0.0964, 0.0731, 0.0977, -0.3766, -0.0780, 0.0898, 0.0575, 0.1098, 0.0850, 0.0812, 1.0162, 1.2669, -0.3793, -0.1075, 0.0645, 0.0652, 0.0849, 0.0930, 0.0843, -0.3678, -0.1235, 0.0780, 0.0805, 0.0992, 0.0977, 0.0779, -0.3880, -0.1126, 0.0559, 0.0845, 0.0961, 0.0953, 0.0860, 0.1712, -0.6734, 0.1788, -0.1740, 0.1138, 0.1028, 0.1041, 0.1376], "homo_lumo_gap_ev": [5.2578, 5.1241], "total_charge": 4, "e_tot_ha": -4703.2049, "homo_ev": [-18.7, -18.7]}

=====

[2]
{"formula": "C24H39N3O3S", "method": "ωB97M-V/def2-TZVPD", "symbols": ["C", "C", "C", "S", "O", "O", "N", "C", "C", "C", "C", "O", "N", "C", "C", "C", "N", "C", "C", "C", "C", "C", "C", "C", "C", "C", "C", "C", "C", "C", "C", "H", "H", "H", "H", "H", "H", "H", "H", "H", "H", "H", "H", "H", "H", "H", "H", "H", "H", "H", "H", "H", "H", "H", "H", "H", "H", "H", "H", "H", "H", "H", "H", "H", "H", "H", "H", "H", "H", "H"], "xyz": [[-0.55628, 5.89270, -0.77029], [0.58033, 4.95205, -1.15223], [0.70508, 3.78669, -0.18994], [-0.59132, 2.54843, -0.49668], [-0.31323, 1.43324, 0.37547], [-1.88927, 3.14518, -0.40032], [-0.27712, 2.16044, -2.09645], [-1.44037, 2.13000, -2.96366], [-2.33494, 0.92013, -2.67021], [-1.50760, -0.25689, -2.13946], [-2.16025, -1.58819, -2.51817], [-2.82030, -1.73463, -3.52988], [-1.89114, -2.58232, -1.66042], [-2.31273, -3.94537, -1.89267], [-2.37792, -4.71037, -0.57524], [-1.01262, -4.75753, 0.11876], [-0.63442, -3.45549, 0.65893], [-1.20681, -3.23529, 1.97796], [-0.93498, -1.81628, 2.46354], [0.56702, -1.54597, 2.51521], [0.83492, -0.10181, 2.96315], [2.29930, 0.22143, 2.96256], [2.85110, 0.95779, 1.92145], [4.20491, 1.24045, 1.89328], [5.02902, 0.78653, 2.90947], [4.49007, 0.05267, 3.95244], [3.13519, -0.22705, 3.97772], [1.13023, -1.82089, 1.12287], [0.80494, -3.24825, 0.69180], [-0.10743, -0.21986, -2.76368], [0.62615, 1.04249, -2.29245], [-0.66702, 6.67558, -1.51646], [-0.35543, 6.36061, 0.19098], [-1.48760, 5.33949, -0.69702], [0.40767, 4.54777, -2.15162], [1.52283, 5.50617, -1.16990], [0.60441, 4.09115, 0.84879], [1.63756, 3.24483, -0.32244], [-1.98703, 3.05751, -2.79757], [-1.07266, 2.11556, -3.99305], [-3.08499, 1.19566, -1.92869], [-2.84669, 0.60047, -3.58077], [-1.40604, -0.18921, -1.05271], [-1.33710, -2.45514, -0.81435], [-1.60708, -4.44150, -2.57350], [-3.28839, -3.92364, -2.38729], [-3.11160, -4.23929, 0.07900], [-2.70807, -5.73053, -0.77561], [-0.26231, -5.05897, -0.61709], [-1.02505, -5.52421, 0.91104], [-2.28463, -3.40266, 1.92021], [-0.79137, -3.95748, 2.70568], [-1.38356, -1.68386, 3.44982], [-1.39527, -1.10061, 1.78012], [1.03623, -2.23561, 3.22814], [0.42695, 0.03219, 3.96802], [0.31285, 0.56959, 2.28089], [2.19843, 1.30832, 1.13490], [4.62150, 1.81580, 1.07821], [6.08657, 1.00604, 2.89023], [5.12842, -0.30093, 4.74946], [2.71965, -0.79659, 4.79730], [2.21284, -1.68255, 1.11373], [0.68574, -1.11082, 0.42342], [1.20040, -3.42940, -0.31224], [1.29558, -3.95753, 1.38291], [-0.20933, -0.22183, -3.85040], [0.46528, -1.10257, -2.47508], [1.10967, 0.85432, -1.33252], [1.39299, 1.33671, -3.01929]], "lowdin_charge": [-0.1028, -0.2780, -0.2218, 0.6639, -0.3218, -0.2751, -0.2448, -0.1838, -0.1147, -0.2250, -0.4744, 0.0605, 0.0778, -0.1787, -0.1600, -0.1953, -0.2097, -0.1812, -0.1351, -0.3156, -0.1209, -0.2334, -0.0451, -0.0838, -0.0996, -0.0872, -0.0411, -0.1320, -0.1805, -0.1105, -0.1868, 0.0737, 0.0772, 0.0544, 0.0994, 0.1116, 0.1123, 0.0915, 0.1154, 0.1315, 0.1192, 0.1167, 0.1238, 0.1072, 0.1253, 0.1216, 0.1063, 0.1132, 0.1194, 0.1213, 0.1173, 0.1286, 0.1210, 0.1214, 0.1456, 0.1262, 0.0880, 0.0867, 0.0994, 0.0980, 0.1003, 0.1132, 0.1211, 0.1064, 0.1204, 0.1308, 0.1279, 0.1185, 0.0992, 0.1256], "homo_lumo_gap_ev": 9.5607, "smiles": "CCCS(=O)(=O)N1CCC(C(=O)NCCCN2CCC(Cc3ccccc3)CC2)CC1", "total_charge": 0, "e_tot_ha": -1726.1249, "homo_ev": -8.9}

=====

- Number 2 is which compound?
  C24H39N3O3S